(1)
This record from the OMol25 dataset describes a molecular structure, C16H9Cu2F21N3O24S6. The level of theory is wB97M-V/def2-TZVPD.

Structure (XYZ):
```
81
Properties=species:S:1:pos:R:3:forces:R:3
Cu 2.846597 -0.767370 1.320669 -0.427 0.454 -0.610
Cu 0.221616 2.359254 2.315367 -0.643 -0.832 -1.177
C 6.409051 -1.524019 -1.252759 1.222 -0.701 0.051
F 7.660635 -1.250464 -0.775893 -1.119 -0.058 -1.711
F 6.328214 -2.059213 -2.513008 0.720 1.421 2.193
F 5.909158 -2.378362 -0.403504 -0.459 -0.553 0.115
S 5.326965 0.005930 -1.157298 -4.441 -1.336 -1.589
O 5.153363 0.527812 -2.516103 1.072 -0.637 2.887
O 4.059918 -0.513469 -0.557043 3.158 1.619 -0.172
N 6.114038 1.021834 0.081239 -0.588 -1.414 -2.344
S 6.059632 2.432011 -0.688076 3.024 5.698 -1.604
O 6.878564 2.551000 -1.957531 -2.012 -1.140 3.702
O 4.738788 3.017181 -0.682170 0.749 -1.206 -0.056
C 7.085616 3.566465 0.618711 0.204 0.506 -0.646
F 7.565237 4.692181 -0.077734 -1.060 -2.673 1.625
F 6.208704 3.949245 1.561951 1.161 -0.275 -0.995
F 8.120077 2.887084 1.189734 -1.481 1.089 -1.000
C -3.187078 4.409942 0.814261 -0.049 0.520 -2.839
F -2.755301 5.546127 0.280298 0.829 -0.137 -0.055
F -3.107158 4.486097 2.086554 0.521 -0.485 2.296
F -4.444289 4.313635 0.446609 -0.651 -0.910 -0.047
S -2.211877 2.901892 0.067209 0.008 -1.020 -1.068
O -2.431954 1.710298 0.839280 -0.914 0.678 0.449
O -2.504568 2.815945 -1.375109 0.825 1.170 3.427
N -0.533657 3.260322 0.560046 -3.556 -0.117 0.833
S 0.179758 3.662051 -0.780278 3.592 3.551 -2.678
O -0.520580 4.668335 -1.648293 1.384 -3.521 2.353
O 1.531671 4.061264 -0.380736 -1.150 -0.982 -0.428
C 0.371799 1.846183 -1.534893 -0.717 0.811 -1.702
F 1.583034 1.342506 -1.401808 -0.139 0.137 1.058
F -0.584460 1.088282 -0.985305 1.267 -0.416 0.344
F 0.139943 1.840981 -2.840726 -0.255 0.561 -0.236
C -0.733153 -2.376920 3.403683 2.494 2.045 -1.700
F -0.152035 -1.545188 4.330421 -0.887 -1.575 -0.499
F 0.006068 -3.476373 3.199567 -1.192 0.922 0.886
F -1.993652 -2.598169 3.665348 0.545 -0.252 0.175
S -0.589679 -1.261142 1.711074 0.812 2.780 1.922
O -1.860846 -1.566104 1.102578 1.055 -0.276 0.048
O -0.456836 0.177722 2.093890 0.607 -2.679 -0.185
N 1.018390 -1.683058 0.936446 -4.091 1.427 1.536
S 0.435514 -2.665636 -0.183539 1.623 -2.474 -4.606
O 0.384413 -4.012997 0.313721 -0.285 0.220 0.327
O -0.649293 -2.237465 -1.074543 1.711 -0.010 1.679
C 2.030689 -2.627901 -1.362835 -2.935 -1.096 1.127
F 2.024009 -1.405047 -1.925472 0.743 -1.749 -0.255
F 3.060256 -2.826924 -0.526979 0.320 0.062 -0.909
F 1.959747 -3.704367 -2.234668 0.505 2.586 1.163
C 2.807139 2.039335 2.007232 3.331 -5.739 5.610
O 3.879161 1.399255 2.127009 5.600 1.460 -1.331
O 2.023567 1.397711 1.404665 -7.651 -1.876 -9.978
O 2.283629 2.138779 3.131258 -2.103 6.379 5.609
C -2.130967 -5.553700 -3.671970 -0.361 -0.654 0.675
C -1.461995 -4.648782 -2.713686 -0.787 2.668 0.198
O -0.605586 -3.863198 -3.459921 0.246 0.430 -2.775
C -0.627504 -4.374690 -4.734719 1.127 0.840 -1.968
O -0.237405 -3.844532 -5.749328 -0.315 -0.730 2.200
O -1.188255 -5.617466 -4.725699 -0.367 -0.009 -0.048
F -0.684443 -5.264510 -1.851435 0.472 -1.534 1.614
H -3.079926 -5.155790 -4.031470 -0.005 -0.045 -0.019
H -2.283053 -6.448103 -3.067814 0.024 -0.620 -0.892
H -2.123736 -3.912719 -2.257163 -0.150 -0.444 0.733
C -4.628602 1.553346 4.442779 2.688 -2.788 1.620
C -4.231006 0.666444 3.291886 -1.924 1.588 -0.593
O -2.788850 0.705791 3.294597 -1.854 -2.693 -1.065
C -2.385196 1.739720 3.964195 -1.749 1.320 -0.872
O -1.302807 2.246244 3.849655 1.660 0.569 0.137
O -3.392420 2.287407 4.609930 -0.220 1.830 1.019
F -4.791175 1.344119 2.269317 0.641 1.178 -2.730
H -4.532946 0.792401 5.217318 -1.099 0.538 1.138
H -5.558013 2.121333 4.401683 0.591 0.062 -0.176
H -4.829464 -0.227931 3.118555 1.575 -1.260 1.127
C -4.207665 -1.326858 -0.886845 1.798 0.201 -1.912
C -3.113361 -0.442192 -1.619908 -1.238 0.743 4.219
O -3.951935 0.673669 -2.013159 -0.211 0.486 -0.653
C -5.162182 0.722238 -1.353720 -2.456 2.033 -1.645
O -6.075659 1.615593 -1.456210 4.991 -4.294 0.721
O -5.285887 -0.438905 -0.682841 -1.031 0.096 0.406
F -2.336217 -1.015251 -2.545229 -1.431 0.318 -0.795
H -3.899324 -1.770138 0.059997 0.051 0.218 -0.313
H -4.319399 -2.069214 -1.677105 -1.289 -0.553 0.292
H -2.473566 -0.130793 -0.794208 0.342 0.548 -0.640
```
Positions in Å, forces in eV/Å.

Computed properties:
Energy, eV: -281686.064
2S+1: 4


(2)
This record from the OMol25 dataset describes 2 unconnected molecules or ions with the total composition C17H10Cl3N2O5. The level of theory is wB97M-V/def2-TZVPD.

Structure (XYZ):
```
37
Properties=species:S:1:pos:R:3:forces:R:3
O -2.516818 1.020510 2.800522 -0.855 -2.292 -0.204
N -2.931521 -0.155173 2.687796 -2.015 2.866 0.275
O -4.144787 -0.442689 2.574143 2.267 0.247 0.183
C -1.960905 -1.194057 2.697957 1.945 -1.551 -0.021
C -2.362309 -2.530228 2.544447 -0.129 0.475 0.040
C -1.405749 -3.527664 2.436496 0.719 0.326 0.135
C -0.039862 -3.193268 2.465634 -0.319 0.402 -0.004
C 0.361020 -1.860055 2.628094 -0.667 -0.425 0.053
C 1.786003 -1.505069 2.357249 0.685 0.244 0.893
N 2.391989 -0.487495 3.367067 0.168 0.628 1.112
O 3.579424 -0.658513 3.650506 -1.708 0.247 -0.494
O 1.661565 0.386718 3.844565 1.381 -1.229 -0.753
C -0.592730 -0.855950 2.783695 -1.163 -0.232 -0.390
H -3.424469 -2.751966 2.497285 0.211 0.031 -0.044
H -1.704152 -4.560344 2.301828 -0.004 0.098 0.019
H 0.733651 -3.942401 2.307929 -0.255 -0.006 0.046
H 2.506866 -2.319070 2.443051 -0.369 -0.087 -0.058
H -0.292600 0.175163 2.891369 -0.166 -0.086 -0.123
Cl 1.906350 -0.812516 0.776314 0.294 0.426 -0.789
C 2.791481 1.646445 -2.050129 -2.059 -1.481 -0.156
Cl 4.336017 1.151174 -1.542952 1.292 -0.279 0.344
C 1.992306 0.620259 -2.736665 -0.077 0.811 0.348
O 2.412477 -0.524544 -2.949719 0.037 -0.189 -0.386
C 0.590419 1.026019 -3.078558 0.545 0.221 1.093
C 0.007449 2.212760 -2.525861 0.754 0.438 -0.463
C -1.313711 2.572231 -2.917861 0.085 -0.072 -0.193
C -2.030310 1.772679 -3.785651 0.357 0.198 -0.017
C -1.477274 0.567798 -4.246458 0.520 -0.543 0.201
C -0.206307 0.169612 -3.830971 -0.695 0.072 -0.690
C 0.840069 3.020565 -1.692021 0.643 -1.281 0.251
Cl 0.231495 4.470614 -1.017209 -0.521 0.889 0.555
C 2.141550 2.635388 -1.339532 -0.908 0.689 -0.834
H -1.724448 3.521594 -2.583506 0.059 -0.209 0.036
H -2.997333 2.100968 -4.166541 0.123 -0.082 0.221
H -2.020840 -0.064262 -4.941387 -0.096 0.035 0.129
H 0.206053 -0.794675 -4.133829 -0.005 0.348 -0.010
H 2.669944 3.109454 -0.517112 -0.075 0.355 -0.304
```
Positions in Å, forces in eV/Å.

Computed properties:
Energy, eV: -68572.154
Total charge: -1


(3)
This record from the OMol25 dataset describes a molecular structure, C17H10IrN2O6. The level of theory is wB97M-V/def2-TZVPD.

Structure (XYZ):
```
36
Properties=species:S:1:pos:R:3:forces:R:3
Ir 1.584790 0.986162 -1.687426 -0.489 0.230 0.215
O 5.525138 -0.686306 -1.375819 -0.079 0.009 -0.028
C 4.270935 -0.390244 -1.488587 0.040 -0.049 0.029
O 3.837626 0.635191 -2.014901 -0.056 -0.015 0.073
C 3.316802 -1.405957 -0.947114 -0.022 0.041 -0.012
C 3.626876 -2.641294 -0.418343 -0.007 0.043 -0.019
C 2.573663 -3.461535 -0.011101 -0.044 -0.001 0.004
C 1.257301 -3.043706 -0.168702 0.049 0.062 -0.029
C 1.037659 -1.801549 -0.738290 -0.015 -0.049 -0.001
N 2.046668 -1.003179 -1.084948 0.155 -0.213 -0.019
C -0.268026 -1.148092 -1.082077 -0.203 -0.051 0.155
O -1.246761 -1.401976 -0.281271 0.242 0.066 -0.065
O -0.287652 -0.354491 -2.022408 0.169 -0.046 -0.122
H 6.091399 0.006315 -1.765514 0.060 -0.009 0.002
H 4.657104 -2.957145 -0.329101 0.008 0.008 -0.002
H 2.780725 -4.433370 0.416940 0.021 0.000 -0.002
H 0.424732 -3.666883 0.126718 -0.015 0.003 -0.013
O 1.052115 4.433771 0.247947 0.036 0.112 -0.119
C 0.616391 3.402045 -0.112393 -0.126 -0.183 0.457
O 1.205311 2.728552 -1.189916 0.351 -0.053 -0.486
C -0.544910 2.670335 0.466983 -0.439 0.273 0.429
C -1.295017 3.299823 1.467368 0.283 -0.011 -0.184
C -2.400025 2.639788 1.938299 -0.068 -0.048 0.000
C -2.769432 1.400107 1.388416 -0.350 -0.172 0.073
C -3.941230 0.707853 1.834770 0.210 0.137 -0.060
C -4.283450 -0.526090 1.279140 -0.058 -0.157 -0.042
C -3.559552 -1.091829 0.273179 -0.036 0.060 -0.006
C -2.390183 -0.415781 -0.333043 -0.039 -0.044 0.051
C -1.961868 0.847083 0.374201 0.056 0.526 0.252
N -0.863595 1.487613 -0.021208 0.449 -0.480 -0.604
H -0.986084 4.267073 1.838538 -0.046 0.012 0.000
H -3.012277 3.075752 2.717241 0.011 -0.006 0.011
H -4.542146 1.152973 2.614426 -0.018 -0.019 0.024
H -5.156170 -1.046690 1.649777 -0.008 0.007 -0.001
H -3.853099 -2.036622 -0.162397 -0.008 -0.016 -0.012
H -2.543761 -0.227698 -1.399387 -0.013 0.037 0.051
```
Positions in Å, forces in eV/Å.

Computed properties:
Energy, eV: -35875.431
2S+1: 6
ΔE to the lowest compared entry with this formula, charge and spin, kcal per mole: 0.0
Total charge: +2


Number 1: F_max 12.71 eV/Å. Number 2: F_max 3.51 eV/Å. Number 3: F_max 0.89 eV/Å.